No. 1
{"formula": "C47H44Br2MnN5OSi", "method": "ωB97M-V/def2-TZVPD", "charge": 1, "homo_lumo_gap_ha": [0.179, 0.206], "largest_force_ha_per_bohr": 0.032, "lumo_energy_ev": [-3.6824, -3.6947], "spin_multiplicity": 6, "e_homo_ev": [-8.540, -9.289], "energy_ev": -238228.70707, "symbols": ["Mn", "C", "C", "C", "C", "C", "C", "N", "C", "C", "C", "C", "C", "N", "C", "C", "C", "C", "C", "C", "N", "H", "H", "H", "H", "H", "H", "H", "H", "H", "H", "H", "H", "H", "H", "H", "Br", "C", "Br", "H", "H", "C", "N", "N", "C", "O", "C", "C", "C", "C", "C", "C", "C", "C", "C", "H", "H", "H", "H", "H", "H", "H", "H", "H", "H", "H", "H", "C", "C", "C", "C", "C", "C", "Si", "C", "C", "C", "C", "C", "C", "C", "C", "C", "C", "C", "C", "H", "H", "H", "H", "H", "H", "H", "H", "H", "H", "H", "H", "H", "H", "H"], "positions_angstrom": [[-0.591, 0.829, -0.155], [-4.200, 1.862, 0.425], [-3.973, 1.108, -0.848], [-5.073, 0.710, -1.602], [-4.879, -0.002, -2.768], [-3.585, -0.288, -3.163], [-2.530, 0.141, -2.371], [-2.720, 0.823, -1.224], [-1.131, -0.136, -2.784], [-0.826, -0.084, -4.128], [0.442, -0.562, -4.529], [1.379, -0.842, -3.600], [1.135, -0.448, -2.162], [-0.260, -0.441, -1.800], [2.194, -0.881, 0.230], [3.142, -1.550, 0.996], [3.484, -1.051, 2.238], [2.890, 0.123, 2.666], [1.911, 0.712, 1.879], [1.265, 2.001, 2.298], [1.549, 0.190, 0.692], [-5.049, 2.538, 0.323], [-3.324, 2.431, 0.719], [-4.429, 1.153, 1.224], [-6.068, 0.958, -1.258], [-5.721, -0.337, -3.360], [-3.388, -0.855, -4.061], [-1.562, 0.225, -4.852], [0.633, -0.780, -5.573], [2.311, -1.329, -3.870], [3.596, -2.462, 0.626], [4.210, -1.559, 2.858], [3.170, 0.581, 3.605], [2.013, 2.797, 2.314], [0.824, 1.920, 3.291], [0.490, 2.287, 1.589], [-1.239, 3.953, -0.449], [-2.111, 4.274, -2.145], [-1.065, 3.728, -3.665], [-2.283, 5.339, -2.214], [-3.038, 3.714, -2.150], [4.943, 0.223, -3.051], [3.835, 0.033, -2.119], [3.012, 1.142, -1.956], [1.660, 0.977, -1.893], [0.905, 1.861, -1.529], [2.033, -1.308, -1.237], [3.399, -1.170, -1.820], [4.255, -2.337, -2.131], [3.642, 2.340, -1.472], [4.596, 2.248, -0.467], [5.188, 3.404, 0.016], [4.812, 4.640, -0.490], [3.845, 4.720, -1.482], [3.262, 3.569, -1.988], [5.295, 1.248, -2.980], [4.618, 0.028, -4.074], [5.759, -0.445, -2.792], [1.698, -2.346, -1.278], [3.804, -3.237, -1.721], [5.254, -2.220, -1.707], [4.361, -2.479, -3.210], [4.862, 1.280, -0.056], [5.935, 3.340, 0.796], [5.274, 5.541, -0.107], [3.542, 5.682, -1.873], [2.514, 3.622, -2.767], [1.233, -4.606, 2.506], [0.351, -4.686, 1.437], [-0.439, -3.594, 1.099], [-0.361, -2.393, 1.809], [0.535, -2.336, 2.879], [1.320, -3.425, 3.230], [-1.432, -0.866, 1.366], [-1.818, -0.060, 3.078], [-2.048, 1.313, 3.169], [-2.460, 1.916, 4.349], [-2.633, 1.145, 5.489], [-2.390, -0.220, 5.434], [-1.992, -0.814, 4.244], [-3.094, -1.682, 0.859], [-4.212, -1.637, 1.696], [-5.400, -2.269, 1.353], [-5.497, -2.967, 0.158], [-4.399, -3.026, -0.687], [-3.216, -2.389, -0.340], [1.833, -5.463, 2.785], [0.267, -5.609, 0.876], [-1.137, -3.689, 0.277], [0.603, -1.423, 3.462], [1.993, -3.358, 4.077], [-1.902, 1.928, 2.285], [-2.646, 2.983, 4.380], [-2.961, 1.603, 6.414], [-2.520, -0.826, 6.323], [-1.823, -1.885, 4.217], [-4.148, -1.104, 2.637], [-6.248, -2.228, 2.027], [-6.422, -3.464, -0.108], [-4.464, -3.574, -1.620], [-2.367, -2.443, -1.015]], "mulliken_charge": [-0.558, -1.290, 0.132, -0.805, -1.108, -0.715, -0.090, 1.061, 0.696, -1.688, -1.152, -1.453, 2.441, 0.251, -0.487, -0.428, -1.202, -1.066, -0.105, -1.372, 2.520, 0.621, -0.066, 0.202, 0.548, 0.443, 0.674, 0.691, 0.448, 0.215, 0.627, 0.530, 0.596, 0.473, 0.498, -0.361, 0.005, -0.346, -0.094, 0.510, 0.079, -1.069, 0.682, 0.745, -0.653, -0.258, -0.372, 0.089, -1.894, -0.338, 0.436, -1.068, -0.498, -0.867, -0.265, 0.322, 0.333, 0.435, 1.252, 0.516, 0.483, 0.372, 0.447, 0.431, 0.440, 0.447, 0.485, -0.796, -0.733, -0.445, 0.757, -0.340, -0.974, 1.893, 0.297, -0.614, -1.000, -0.754, -0.795, -0.040, 0.897, -0.609, -0.866, -0.813, -1.011, -0.059, 0.402, 0.478, 0.299, 0.726, 0.527, 0.303, 0.461, 0.391, 0.438, 0.501, 0.354, 0.442, 0.380, 0.465, 0.331]}


No. 2
{"formula": "C8H16N3O2", "method": "ωB97M-V/def2-TZVPD", "charge": 1, "homo_lumo_gap_ha": 0.348, "largest_force_ha_per_bohr": 0.084, "lumo_energy_ev": -2.9495, "smiles": "CC(=O)[C@]1(N)N[C@@H]1CC/[NH+]=C(\\C)O", "e_homo_ev": -12.416, "energy_ev": -17112.44645, "symbols": ["C", "C", "O", "C", "N", "N", "C", "C", "C", "N", "C", "C", "O", "H", "H", "H", "H", "H", "H", "H", "H", "H", "H", "H", "H", "H", "H", "H", "H"], "positions_angstrom": [[-2.457, 0.550, -2.547], [-1.578, 0.540, -1.398], [-0.384, 0.439, -1.669], [-2.145, 0.531, -0.057], [-3.571, 0.304, 0.136], [-1.473, 1.227, 1.003], [-1.384, -0.193, 1.077], [-0.017, -0.872, 0.938], [1.204, 0.070, 1.159], [1.973, 0.164, -0.040], [3.151, -0.232, -0.474], [4.185, -0.832, 0.532], [3.633, -0.029, -1.660], [-2.344, 1.630, -2.761], [-3.486, 0.425, -2.314], [-2.088, 0.078, -3.424], [-4.066, 1.172, 0.117], [-4.016, -0.388, -0.456], [-2.075, 1.687, 1.693], [-2.053, -0.803, 1.841], [0.144, -1.350, -0.098], [-0.245, -1.715, 1.709], [1.076, 1.127, 1.499], [1.869, -0.419, 1.974], [1.353, 0.635, -0.696], [3.517, -1.157, 1.296], [4.871, -0.050, 0.878], [4.738, -1.707, 0.054], [3.044, 0.310, -2.305]], "mulliken_charge": [-1.397, 0.238, -0.673, 1.140, -0.651, -0.600, -0.175, -0.823, -0.610, -0.074, 0.790, -0.906, -0.381, 0.337, 0.391, 0.372, 0.250, 0.265, 0.286, 0.308, 0.309, 0.411, 0.390, 0.329, 0.196, 0.292, 0.296, 0.351, 0.339]}


No. 3
{"formula": "C13H20Cl2O13", "method": "ωB97M-V/def2-TZVPD", "charge": 0, "homo_lumo_gap_ha": 0.272, "largest_force_ha_per_bohr": 0.068, "lumo_energy_ev": -2.1789, "smiles": "O=C1C=C(O)C(=O)C=C1O.O=C1C=C(O)C(=O)C=C1O.ClCCl.O.O.O.O.O", "e_homo_ev": -9.583, "energy_ev": -65466.23829, "symbols": ["O", "C", "C", "C", "O", "C", "O", "C", "C", "O", "H", "H", "H", "H", "O", "C", "C", "C", "O", "C", "O", "C", "C", "O", "H", "H", "H", "H", "Cl", "C", "Cl", "H", "H", "O", "H", "H", "O", "H", "H", "O", "H", "H", "O", "H", "H", "O", "H", "H"], "positions_angstrom": [[-3.037, -8.737, -5.700], [-3.929, -9.462, -5.253], [-5.016, -8.927, -4.404], [-6.047, -9.665, -3.930], [-7.125, -9.133, -3.267], [-6.215, -11.110, -4.239], [-7.093, -11.886, -3.809], [-5.189, -11.622, -5.088], [-4.119, -10.918, -5.564], [-3.112, -11.385, -6.359], [-4.994, -7.871, -4.178], [-7.647, -9.835, -2.872], [-5.134, -12.682, -5.286], [-2.590, -10.672, -6.735], [-6.909, -7.978, 1.329], [-7.245, -7.244, 2.248], [-7.919, -7.678, 3.457], [-8.280, -6.859, 4.448], [-8.907, -7.278, 5.550], [-7.914, -5.445, 4.491], [-8.145, -4.708, 5.470], [-7.316, -4.935, 3.326], [-7.147, -5.757, 2.231], [-6.748, -5.236, 1.023], [-8.138, -8.726, 3.597], [-8.826, -6.529, 6.146], [-7.238, -3.863, 3.223], [-6.386, -5.922, 0.458], [-10.857, -8.498, -0.861], [-9.442, -7.416, -0.601], [-9.232, -6.247, -1.925], [-9.482, -6.773, 0.279], [-8.572, -8.071, -0.561], [-3.475, -11.210, 0.067], [-2.932, -10.839, -0.629], [-4.266, -10.671, 0.067], [-8.561, -10.700, -1.716], [-9.487, -10.678, -1.957], [-8.439, -11.558, -1.310], [-5.210, -6.844, -0.633], [-5.476, -6.393, -1.435], [-4.729, -7.613, -0.939], [-7.063, -12.409, 0.146], [-7.345, -13.300, 0.352], [-6.110, -12.432, 0.239], [-5.801, -9.922, -0.299], [-6.541, -10.465, -0.570], [-6.198, -9.201, 0.190]], "mulliken_charge": [-0.620, 0.665, -0.917, 0.722, -0.385, 0.829, -0.610, -0.905, 0.421, -0.552, 0.468, 0.191, 0.396, 0.347, -0.518, 0.371, -1.056, 0.288, -0.555, 1.135, -0.646, -0.769, 0.524, -0.479, 0.464, 0.347, 0.440, 0.276, -0.200, 0.590, -0.172, 0.215, -0.465, -0.662, 0.283, 0.454, -0.393, 0.189, 0.177, -0.656, 0.261, 0.271, -0.588, 0.244, 0.254, -0.455, 0.163, 0.618]}


No. 4
{"formula": "C9H13NO", "method": "ωB97M-V/def2-TZVPD", "charge": 0, "homo_lumo_gap_ha": 0.354, "largest_force_ha_per_bohr": 0.038, "lumo_energy_ev": 0.7741, "smiles": "Cc1ccccc1.CC(N)=O", "e_homo_ev": -8.870, "energy_ev": -13081.73149, "symbols": ["C", "C", "C", "C", "C", "C", "C", "H", "H", "H", "H", "H", "H", "H", "H", "C", "C", "N", "O", "H", "H", "H", "H", "H"], "positions_angstrom": [[-0.341, -0.860, -1.105], [1.063, -0.457, -1.402], [2.132, -1.101, -0.779], [3.436, -0.672, -1.006], [3.683, 0.405, -1.846], [2.650, 1.022, -2.520], [1.334, 0.613, -2.244], [-0.663, -1.750, -1.652], [-1.112, -0.109, -1.262], [-0.500, -1.225, -0.082], [1.968, -1.902, -0.067], [4.214, -1.132, -0.416], [4.705, 0.717, -2.025], [2.677, 1.912, -3.133], [0.497, 1.095, -2.736], [-3.076, 0.318, 3.530], [-2.264, 0.401, 2.275], [-2.976, 0.366, 1.119], [-1.053, 0.481, 2.293], [-3.021, 1.259, 4.065], [-2.584, -0.330, 4.248], [-4.117, 0.036, 3.426], [-2.670, 0.639, 0.203], [-3.980, 0.277, 1.117]], "mulliken_charge": [-1.287, 0.813, -0.369, -0.410, -0.396, -0.550, -0.306, 0.346, 0.177, 0.296, 0.328, 0.355, 0.341, 0.338, 0.301, -0.946, 0.631, -0.329, -0.594, 0.259, 0.278, 0.321, 0.224, 0.179]}


No. 5
{"formula": "C4H12", "method": "ωB97M-V/def2-TZVPD", "charge": -1, "homo_lumo_gap_ha": [0.104, 0.449], "largest_force_ha_per_bohr": 0.031, "lumo_energy_ev": [4.3778, 4.4731], "spin_multiplicity": 2, "e_homo_ev": [1.559, -7.744], "energy_ev": -4340.45586, "symbols": ["C", "C", "H", "H", "H", "H", "H", "H", "C", "C", "H", "H", "H", "H", "H", "H"], "positions_angstrom": [[0.051, 1.838, 1.446], [1.528, 1.429, 1.651], [-0.401, 2.459, 2.228], [0.144, 2.626, 0.644], [-0.542, 0.929, 1.281], [1.902, 0.917, 0.776], [1.790, 0.952, 2.587], [2.121, 2.351, 1.703], [-0.276, -1.876, -2.070], [-1.384, -1.507, -1.076], [-0.377, -2.897, -2.417], [-0.249, -1.107, -2.833], [0.687, -1.805, -1.537], [-0.996, -1.789, -0.063], [-2.354, -2.067, -1.143], [-1.644, -0.453, -1.176]], "mulliken_charge": [-1.749, -2.457, 0.387, 0.693, 0.511, 0.736, 0.891, 0.410, -1.729, -1.464, 0.318, 0.666, 0.475, 0.504, 0.530, 0.279]}


No. 6
{"formula": "C2HClFN", "method": "ωB97M-V/def2-TZVPD", "charge": 0, "homo_lumo_gap_ha": [0.227, 0.228], "largest_force_ha_per_bohr": 0.050, "lumo_energy_ev": [-4.0329, -4.0313], "e_homo_ev": [-10.220, -10.229], "energy_ev": -18814.93608, "symbols": ["C", "C", "N", "F", "Cl", "H"], "positions_angstrom": [[-0.633, -0.456, 0.652], [0.595, 0.058, 0.258], [-1.653, -0.883, 0.974], [-0.834, 1.056, -1.815], [1.736, -0.889, -0.463], [0.790, 1.113, 0.395]], "mulliken_charge": [0.317, 0.022, -0.178, -0.579, 0.065, 0.354]}